1.
The following is a DFT calculation (ωB97M-V/def2-TZVPD) of 2 unconnected molecules or ions with the total composition C10H16.

Results
Energy above the lowest of the compared OMol25 structures with the same formula, charge and spin   38.6 kcal/mol
LUMO level   0.036 hartree
HOMO-LUMO gap   0.36360 Eh
E_tot   -10628.0684 eV
Spin multiplicity   1

CARTESIAN COORDINATES (ANGSTROEM)
1 C -0.090 -1.491 3.090
2 C 0.288 -1.474 1.649
3 C 1.580 -1.293 1.134
4 C 1.840 -1.211 -0.307
5 C 0.753 -1.508 -1.111
6 C -0.576 -1.780 -0.548
7 C -0.779 -1.696 0.813
8 H -0.822 -0.647 3.192
9 H 0.725 -1.213 3.742
10 H -0.394 -2.454 3.498
11 H 2.444 -1.147 1.724
12 H 2.808 -0.771 -0.629
13 H 0.788 -1.472 -2.162
14 H -1.448 -1.765 -1.117
15 H -1.743 -2.137 1.148
16 C -1.041 2.890 -0.629
17 C -0.384 1.539 -0.774
18 C 0.029 1.417 -2.256
19 H -1.890 3.000 -1.277
20 H -1.361 3.225 0.314
21 H -0.359 3.746 -0.989
22 H -1.084 0.800 -0.476
23 H 0.371 1.327 -0.030
24 H -0.887 1.221 -2.771
25 H 0.730 0.675 -2.467
26 H 0.503 2.221 -2.759

2.
The following is a DFT calculation (ωB97M-V/def2-TZVPD) of 4 unconnected molecules or ions with the total composition C4H12O3.

Results
Energy above the lowest of the compared OMol25 structures with the same formula, charge and spin   72.7 kcal/mol
LUMO level (alpha / beta)   -0.262 / -0.262 hartree
HOMO-LUMO gap (alpha / beta)   0.27730 / 0.27229 Eh
E_tot   -10473.1088 eV
Charge   +1
Spin multiplicity   2

CARTESIAN COORDINATES (ANGSTROEM)
1 C -0.930 1.328 0.361
2 C 2.799 0.917 0.559
3 O -0.709 -0.972 -2.257
4 C 1.501 0.941 0.137
5 C 0.421 1.352 0.922
6 H -1.302 2.324 0.100
7 H -0.951 0.691 -0.511
8 H -1.637 0.897 1.077
9 H 3.524 0.370 -0.035
10 H 3.096 1.350 1.512
11 H -0.688 -1.559 -3.020
12 H 1.276 0.355 -0.747
13 H 0.626 1.746 1.905
14 H 0.245 -0.839 1.185
15 H -0.811 -1.801 0.609
16 O 0.116 -1.732 0.893
17 H -2.763 -2.495 -0.507
18 H -1.469 -1.268 -1.699
19 O -2.344 -1.604 -0.483

3.
The following is a DFT calculation (ωB97M-V/def2-TZVPD) of 2 unconnected molecules or ions with the total composition C6H9N.

Results
Energy above the lowest of the compared OMol25 structures with the same formula, charge and spin   48.6 kcal/mol
LUMO level   0.023 hartree
HOMO-LUMO gap   0.37886 Eh
E_tot   -7856.0513 eV
Spin multiplicity   1

CARTESIAN COORDINATES (ANGSTROEM)
1 C 0.012 -0.206 -1.473
2 C 1.102 0.005 -0.734
3 C 1.359 1.266 0.054
4 C 2.077 -1.053 -0.627
5 N 2.855 -1.906 -0.528
6 H -0.163 -1.146 -1.986
7 H -0.762 0.553 -1.540
8 H 2.032 1.938 -0.488
9 H 1.821 1.042 1.020
10 H 0.416 1.792 0.236
11 C -1.298 -0.588 1.402
12 C -2.305 -0.179 0.641
13 H -0.744 0.098 2.040
14 H -0.951 -1.619 1.388
15 H -2.828 -0.860 -0.026
16 H -2.623 0.861 0.620

4.
The following is a DFT calculation (ωB97M-V/def2-TZVPD) of a gas-phase ion, C10H16N3 (charge +1).

Results
Energy above the lowest of the compared OMol25 structures with the same formula, charge and spin   128.8 kcal/mol
LUMO level   -0.184 hartree
HOMO-LUMO gap   0.28371 Eh
E_tot   -15088.0806 eV
Charge   +1
Spin multiplicity   1

CARTESIAN COORDINATES (ANGSTROEM)
1 H 0.947 -0.792 -2.323
2 N 1.668 -1.019 -1.563
3 N 1.268 -1.018 -0.417
4 C 2.122 -1.657 0.505
5 C -0.054 -0.466 0.076
6 N -0.233 -0.812 1.474
7 C -1.177 -1.036 -0.823
8 C -2.615 -0.502 -0.573
9 C -2.508 1.040 -0.556
10 C -1.375 1.547 0.484
11 C -0.010 1.046 0.133
12 C 1.099 1.727 0.147
13 C 2.393 1.230 0.170
14 C 3.579 1.478 0.166
15 H 2.178 -1.155 1.540
16 H 3.205 -1.649 0.064
17 H 1.687 -2.656 0.589
18 H -0.810 -1.569 1.766
19 H 0.198 -0.117 2.195
20 H -1.091 -2.177 -0.751
21 H -0.958 -0.818 -1.896
22 H -2.988 -0.867 0.340
23 H -3.226 -0.731 -1.458
24 H -2.321 1.360 -1.616
25 H -3.436 1.421 -0.060
26 H -1.440 2.633 0.496
27 H -1.703 1.211 1.519
28 H 1.035 2.746 0.404
29 H 4.567 1.600 -0.033

5.
The following is a DFT calculation (ωB97M-V/def2-TZVPD) of a single C11H18N4O3S2 molecule.

Results
LUMO level   0.017 hartree
HOMO-LUMO gap   0.33433 Eh
E_tot   -45473.2222 eV
Spin multiplicity   1

CARTESIAN COORDINATES (ANGSTROEM)
1 C 3.394 2.117 1.630
2 C 3.426 0.764 0.931
3 C 3.239 0.904 -0.578
4 C 3.312 -0.443 -1.297
5 N 2.243 -1.325 -0.887
6 C 2.472 -2.446 -0.196
7 O 3.548 -2.922 0.080
8 N 1.307 -3.137 0.220
9 C 0.012 -2.786 0.069
10 N -0.424 -1.718 -0.515
11 N -1.750 -1.608 -0.533
12 C -2.361 -2.584 0.037
13 S -4.076 -2.705 0.186
14 C -4.511 -1.118 -0.580
15 C -3.737 0.017 0.074
16 O -3.484 0.084 1.244
17 O -3.422 0.927 -0.839
18 C -2.675 2.062 -0.390
19 C -3.583 3.128 0.206
20 S -1.289 -3.819 0.691
21 H 4.188 2.759 1.255
22 H 2.442 2.614 1.458
23 H 3.529 1.996 2.702
24 H 4.379 0.270 1.129
25 H 2.635 0.128 1.335
26 H 4.017 1.554 -0.983
27 H 2.272 1.369 -0.785
28 H 3.250 -0.292 -2.380
29 H 4.250 -0.951 -1.062
30 H 1.282 -1.022 -1.006
31 H 1.506 -3.997 0.713
32 H -4.300 -1.153 -1.647
33 H -5.579 -0.990 -0.405
34 H -2.165 2.430 -1.283
35 H -1.941 1.727 0.349
36 H -2.993 4.000 0.472
37 H -4.069 2.745 1.100
38 H -4.344 3.420 -0.514

6.
The following is a DFT calculation (ωB97M-V/def2-TZVPD) of a gas-phase ion, CFN4S (charge -1).

Results
Energy above the lowest of the compared OMol25 structures with the same formula, charge and spin   34.2 kcal/mol
LUMO level   0.128 hartree
HOMO-LUMO gap   0.28844 Eh
E_tot   -20548.3913 eV
Charge   -1
Spin multiplicity   1

CARTESIAN COORDINATES (ANGSTROEM)
1 C 0.317 0.412 -0.461
2 N -0.599 1.271 0.107
3 N -1.549 0.431 0.544
4 N -1.238 -0.836 0.297
5 N -0.060 -0.886 -0.282
6 F 2.184 -0.399 0.568
7 S 2.167 0.581 -0.485

7.
The following is a DFT calculation (ωB97M-V/def2-TZVPD) of 2 unconnected molecules or ions with the total composition C4H10ClNSi.

Results
Energy above the lowest of the compared OMol25 structures with the same formula, charge and spin   82.4 kcal/mol
LUMO level   -0.028 hartree
HOMO-LUMO gap   0.28288 Eh
E_tot   -26198.4243 eV
Spin multiplicity   1

CARTESIAN COORDINATES (ANGSTROEM)
1 C 2.357 2.484 0.115
2 C 1.433 1.729 -0.345
3 C -1.522 0.046 -0.890
4 C -1.127 -1.875 0.544
5 N -0.548 -0.614 -0.043
6 Si 0.831 0.170 0.544
7 Cl 3.101 -2.035 0.190
8 H 2.667 3.323 -0.502
9 H 2.875 2.105 0.978
10 H 0.973 1.895 -1.252
11 H -1.219 1.068 -1.152
12 H -1.622 -0.571 -1.765
13 H -2.458 0.082 -0.349
14 H -0.345 -2.358 1.045
15 H -1.836 -1.558 1.256
16 H -1.632 -2.579 -0.120
17 H 0.863 -0.188 2.053

8.
The following is a DFT calculation (ωB97M-V/def2-TZVPD) of a molecular structure, C28H50GdP2Si.

Results
LUMO level (alpha / beta)   -0.094 / -0.111 hartree
HOMO-LUMO gap (alpha / beta)   0.24093 / 0.20242 Eh
E_tot   -77125.3216 eV
Charge   +1
Spin multiplicity   8

CARTESIAN COORDINATES (ANGSTROEM)
1 Gd 0.971 -0.955 0.608
2 C -1.382 -1.177 2.077
3 C -1.109 -2.382 1.353
4 C 0.608 -2.041 2.879
5 C -0.308 -0.961 2.987
6 C 0.128 -2.931 1.865
7 C -2.688 -0.472 2.129
8 H -3.029 -0.116 1.150
9 H -2.648 0.397 2.796
10 H -3.478 -1.139 2.513
11 C -0.225 0.090 4.022
12 H -1.133 0.696 4.069
13 H 0.619 0.742 3.789
14 H -0.051 -0.353 5.012
15 C 1.855 -2.139 3.677
16 H 1.619 -2.029 4.746
17 H 2.557 -1.331 3.415
18 H 2.330 -3.110 3.515
19 C 0.778 -4.207 1.476
20 H 1.256 -4.660 2.350
21 H 1.562 -4.080 0.715
22 H 0.061 -4.929 1.081
23 C -2.096 -3.095 0.500
24 H -2.047 -4.179 0.680
25 H -1.909 -2.934 -0.572
26 H -3.120 -2.750 0.716
27 C -2.881 2.211 -0.991
28 C -3.626 1.134 -0.635
29 C -3.757 -0.093 -1.508
30 C -3.423 0.057 -3.023
31 C -1.948 -0.169 -3.383
32 C -1.092 -0.489 -2.103
33 C -0.937 0.575 -0.954
34 C -1.448 1.972 -1.350
35 H -4.808 -0.452 -1.497
36 H -3.788 1.005 -3.443
37 H -3.157 -0.882 -1.019
38 H -1.297 2.019 -2.452
39 H -3.201 3.257 -0.870
40 H -4.392 1.220 0.161
41 H -0.789 2.734 -0.905
42 H -1.447 0.221 -0.038
43 H -1.408 -1.471 -1.689
44 H 0.125 0.786 -0.638
45 H -4.007 -0.737 -3.524
46 H -1.952 -1.076 -4.023
47 P -0.887 0.819 -4.447
48 C -0.785 2.622 -4.576
49 C -1.668 0.436 -6.075
50 P 0.851 -1.023 -2.560
51 C 0.770 0.365 -3.837
52 C 0.766 -2.347 -3.814
53 C 2.727 -1.045 -2.342
54 H 0.215 2.922 -4.229
55 H -1.572 3.149 -4.033
56 H -0.869 2.872 -5.642
57 H -1.365 1.218 -6.788
58 H -2.774 0.468 -5.973
59 H -1.347 -0.543 -6.477
60 H 3.162 -0.695 -3.291
61 H 3.078 -2.069 -2.137
62 H 3.061 -0.375 -1.533
63 H 1.188 1.220 -3.274
64 H 1.396 0.157 -4.717
65 H 1.331 -3.225 -3.480
66 H 1.235 -1.994 -4.742
67 H -0.263 -2.639 -4.040
68 C 5.223 2.153 4.175
69 Si 3.393 2.361 3.998
70 C 2.638 2.106 5.715
71 C 2.917 4.043 3.355
72 C 2.710 1.159 2.775
73 C 2.200 0.496 1.844
74 H 5.603 2.593 5.100
75 H 5.768 2.606 3.344
76 H 5.474 1.090 4.184
77 H 3.304 2.540 6.478
78 H 1.650 2.579 5.826
79 H 2.527 1.033 5.936
80 H 3.186 4.109 2.295
81 H 1.840 4.226 3.424
82 H 3.433 4.844 3.892

9.
The following is a DFT calculation (ωB97M-V/def2-TZVPD) of a gas-phase ion, C9H13N2OS (charge +1).

Results
Energy above the lowest of the compared OMol25 structures with the same formula, charge and spin   49.3 kcal/mol
LUMO level   -0.121 hartree
HOMO-LUMO gap   0.33569 Eh
E_tot   -25397.1621 eV
Charge   +1
Spin multiplicity   1

CARTESIAN COORDINATES (ANGSTROEM)
1 C -3.642 1.083 0.468
2 C -3.764 -0.158 -0.138
3 S -2.261 -0.885 -0.423
4 C -1.453 0.520 0.132
5 C 0.089 0.408 0.399
6 C 0.482 -0.648 1.515
7 N 0.809 -1.855 0.666
8 C 1.663 -1.372 -0.494
9 C 0.980 -0.023 -0.841
10 C 1.922 1.137 -0.931
11 O 2.014 1.622 0.362
12 N 0.680 1.664 0.828
13 C -2.270 1.494 0.562
14 H -4.579 1.665 0.850
15 H -4.750 -0.675 -0.388
16 H 1.419 -0.171 1.806
17 H -0.223 -0.867 2.385
18 H -0.113 -2.390 0.315
19 H 1.192 -2.551 1.255
20 H 1.743 -1.906 -1.355
21 H 2.590 -1.345 0.026
22 H 0.311 -0.119 -1.716
23 H 2.948 0.875 -1.141
24 H 1.562 1.936 -1.578
25 H 0.191 2.290 0.264
26 H -1.918 2.552 0.867

10.
The following is a DFT calculation (ωB97M-V/def2-TZVPD) of a molecular structure, C22H52N4O13V.

Results
LUMO level (alpha / beta)   0.127 / 0.127 hartree
HOMO-LUMO gap (alpha / beta)   0.08843 / 0.09361 Eh
E_tot   -81912.0570 eV
Charge   -2
Spin multiplicity   2

CARTESIAN COORDINATES (ANGSTROEM)
1 O -0.737 0.529 1.661
2 V -0.037 0.062 3.061
3 C -1.035 -2.397 3.954
4 O -1.639 -1.559 3.240
5 O 0.143 -1.974 4.223
6 O -1.544 -2.456 5.157
7 C -0.919 1.092 5.493
8 O 0.241 0.597 5.315
9 O -1.518 1.039 4.363
10 O -1.570 0.339 6.319
11 C 2.688 -4.744 -6.331
12 O 2.485 -3.878 -5.236
13 C 2.763 -2.539 -5.629
14 C 2.474 -1.473 -4.567
15 N 1.044 -1.259 -4.354
16 C 0.501 -2.330 -3.511
17 C -0.906 -2.076 -2.983
18 O -0.930 -1.045 -1.997
19 C -2.190 -0.939 -1.371
20 H 1.833 -4.839 -7.008
21 H 2.907 -5.764 -6.012
22 H 3.534 -4.398 -6.932
23 H 2.296 -2.189 -6.553
24 H 3.847 -2.498 -5.795
25 H 2.962 -0.552 -4.887
26 H 2.944 -1.725 -3.609
27 H 0.860 -0.326 -4.004
28 H 1.169 -2.740 -2.747
29 H 0.350 -3.175 -4.191
30 H -1.215 -3.052 -2.588
31 H -1.614 -1.966 -3.810
32 H -2.445 -1.859 -0.838
33 H -2.999 -0.803 -2.097
34 H -2.220 -0.109 -0.665
35 C 0.233 -2.598 0.725
36 O 0.833 -1.652 1.568
37 C 2.243 -1.799 1.703
38 C 2.803 -0.771 2.744
39 N 2.135 0.509 2.484
40 C 2.644 1.491 3.464
41 C 1.823 2.799 3.273
42 O 0.439 2.536 2.991
43 C -0.363 3.653 2.703
44 H 0.329 -3.601 1.155
45 H 0.539 -2.595 -0.323
46 H -0.830 -2.366 0.792
47 H 2.706 -1.728 0.712
48 H 2.547 -2.817 1.973
49 H 3.894 -0.823 2.651
50 H 2.602 -1.051 3.780
51 H 2.453 0.816 1.555
52 H 3.667 1.818 3.250
53 H 2.531 1.112 4.478
54 H 2.283 3.472 2.542
55 H 1.940 3.362 4.207
56 H -0.261 4.441 3.458
57 H -1.416 3.396 2.619
58 H -0.028 4.097 1.760
59 C 0.143 2.655 -0.859
60 C 1.185 1.981 -1.764
61 C 2.061 0.915 -1.133
62 O 2.772 1.381 0.022
63 C 3.710 2.455 -0.176
64 N 0.457 1.359 -2.869
65 H 0.578 3.075 0.049
66 H -0.575 1.914 -0.504
67 H -0.367 3.429 -1.435
68 H 1.912 2.725 -2.100
69 H 2.796 0.456 -1.801
70 H 1.494 0.051 -0.776
71 H 4.457 2.103 -0.889
72 H 4.176 2.670 0.786
73 H 3.190 3.366 -0.479
74 H -0.108 2.069 -3.315
75 H -0.100 0.552 -2.625
76 C -4.982 -1.200 1.614
77 C -4.138 0.043 1.707
78 C -4.655 1.126 0.689
79 O -3.690 2.190 0.669
80 C -3.858 3.145 -0.353
81 N -4.097 0.603 3.050
82 H -5.863 -1.175 2.259
83 H -4.400 -2.089 1.858
84 H -5.338 -1.309 0.586
85 H -3.093 -0.178 1.478
86 H -5.540 1.601 1.134
87 H -4.953 0.864 -0.331
88 H -4.898 3.189 -0.690
89 H -3.320 2.807 -1.247
90 H -3.442 4.115 -0.087
91 H -3.739 1.542 2.880
92 H -5.043 0.878 3.321

11.
The following is a DFT calculation (ωB97M-V/def2-TZVPD) of a molecular structure, C17H15AlBrO3.

Results
Energy above the lowest of the compared OMol25 structures with the same formula, charge and spin   0.0 kcal/mol
LUMO level   0.110 hartree
HOMO-LUMO gap   0.25685 Eh
E_tot   -100658.7336 eV
Charge   -1
Spin multiplicity   1

CARTESIAN COORDINATES (ANGSTROEM)
1 C 1.609 0.505 2.013
2 C 0.178 0.696 2.235
3 C -0.424 -0.568 2.312
4 H -0.289 1.667 2.395
5 C 0.586 -1.570 2.162
6 C 1.824 -0.929 1.988
7 H 2.791 -1.424 1.918
8 H 2.363 1.260 2.256
9 H -1.475 -0.763 2.521
10 H 0.426 -2.646 2.229
11 Al 1.705 1.040 -0.174
12 Br 1.570 3.277 0.225
13 C 2.409 0.444 -2.039
14 C 2.789 -0.450 -0.967
15 C 3.679 0.286 -0.095
16 H 2.575 -1.517 -0.898
17 C 3.923 1.562 -0.685
18 C 3.121 1.667 -1.861
19 H 3.154 2.481 -2.586
20 H 1.837 0.180 -2.926
21 H 4.204 -0.127 0.761
22 H 4.667 2.282 -0.341
23 O -1.166 -2.010 -1.202
24 C -2.317 -1.347 -0.974
25 C -3.522 -2.075 -0.978
26 C -4.720 -1.420 -0.715
27 C -4.742 -0.038 -0.467
28 C -3.544 0.681 -0.451
29 C -2.325 0.051 -0.712
30 C -1.069 0.831 -0.514
31 O -1.114 1.962 -0.030
32 O 0.081 0.221 -0.816
33 H -0.450 -1.309 -1.161
34 H -3.483 -3.144 -1.198
35 H -5.652 -1.990 -0.707
36 H -5.682 0.486 -0.278
37 H -3.518 1.749 -0.240

12.
The following is a DFT calculation (ωB97M-V/def2-TZVPD) of a single C4H4O3 molecule.

Results
Energy above the lowest of the compared OMol25 structures with the same formula, charge and spin   141.4 kcal/mol
LUMO level   0.010 hartree
HOMO-LUMO gap   0.34933 Eh
E_tot   -10349.0806 eV
Spin multiplicity   1

CARTESIAN COORDINATES (ANGSTROEM)
1 O -1.017 1.141 0.757
2 C -0.312 1.094 -0.453
3 C -0.748 -0.128 0.134
4 C -0.521 -1.388 0.786
5 O -1.602 -1.138 -0.180
6 C 1.765 0.313 -0.817
7 O 1.082 1.369 -0.434
8 H -0.796 1.582 -1.295
9 H 0.237 -2.122 0.516
10 H -0.894 -1.420 1.807
11 H 2.805 0.698 -0.822